Record 1
125
Properties=species:S:1:pos:R:3:mulliken_charge:R:1 method="wB97M-V/def2-TZVPD" de_lowest_kcal_mol=5.6 e_tot_ha=-8365.31628 multiplicity=1 e_homo_ev=-10.64 fmax_ev_per_a=2.100 lumo_ev=-2.7961 homo_lumo_gap_ha=0.2883 total_charge=+1
Se 2.74 -1.21 0.73 0.42
As 0.30 -0.10 2.66 1.24
Ti -0.22 -0.04 0.06 1.16
S -2.64 -0.14 1.01 -0.29
O -0.07 -1.73 -0.17 0.49
O 1.06 0.61 -0.95 0.90
N -2.00 3.96 0.50 -0.02
N -1.77 0.90 -1.51 1.17
N -0.62 2.26 0.64 1.12
N -3.21 -2.83 1.72 -0.74
N -3.32 2.40 -1.85 -0.03
C 0.83 -1.88 3.27 1.33
C -1.21 -4.19 -1.68 2.40
C 3.15 -0.49 -1.00 -0.80
C 6.71 0.59 -3.93 -1.61
C -2.95 -1.74 1.42 0.86
C 3.15 -6.43 -0.45 2.01
C -1.14 4.25 1.53 -1.24
C -2.11 -5.08 -0.82 -1.64
C 0.81 2.64 -3.21 -1.65
C 0.16 -4.03 -0.97 0.04
C 2.19 0.28 -1.66 -0.53
C 0.33 -4.21 3.62 -1.05
C -1.64 2.19 5.62 -0.96
C -2.03 -0.28 4.42 -0.20
C 1.39 1.39 -3.87 2.50
C 1.98 -2.86 0.11 0.81
C -2.71 1.39 6.01 -0.72
C -0.76 1.75 4.64 -0.05
C -0.29 3.20 1.61 -0.57
C 2.40 -7.64 -1.03 -2.15
C 5.98 -0.71 -3.56 1.90
C 3.40 1.64 4.89 -0.88
C 3.68 0.36 -3.52 0.09
C 4.66 -0.38 -2.86 -0.57
C 4.11 2.39 3.96 -0.83
C 5.69 -1.52 -4.84 -1.53
C 0.66 -2.88 -0.36 -0.50
C 2.28 0.92 4.51 -0.45
C 2.78 -3.98 0.08 -0.85
C 2.57 1.69 2.25 -1.08
C 1.65 -4.46 3.96 -0.61
C 3.59 -6.77 0.98 -1.63
C 0.99 -5.15 -0.95 -0.15
C -2.24 2.06 -1.12 0.15
C 0.31 0.34 -4.20 -1.00
C -0.95 0.51 4.03 0.94
C -2.90 0.16 5.40 -1.05
C 1.86 0.94 3.19 0.60
C 2.57 -3.42 3.95 -0.77
C 3.69 2.42 2.64 -1.08
C 4.39 -6.17 -1.32 -1.67
C 4.37 -0.82 -1.58 -0.22
C -1.93 -2.87 -1.98 -2.58
C 2.28 -5.18 -0.43 -0.89
C -3.56 1.38 -2.74 -1.20
C 1.98 1.84 -5.21 -2.42
C -0.98 -4.86 -3.05 -1.86
C -1.65 2.77 0.00 -0.47
C -2.59 0.46 -2.52 -0.55
C 6.90 -1.54 -2.66 -2.03
C 2.44 0.70 -2.98 -0.32
C 2.16 -2.14 3.61 -0.46
C -0.08 -2.93 3.27 -0.44
H -0.32 -4.25 -3.68 0.34
H 0.54 3.07 2.28 0.35
H 4.99 2.94 4.26 0.41
H -1.48 3.16 6.09 0.44
H -2.81 -3.09 -2.59 0.62
H 0.41 2.44 -2.22 0.05
H -2.21 -1.24 3.97 0.29
H 4.18 -5.96 1.43 0.32
H 0.76 -0.50 -4.74 0.40
H -0.56 -5.86 -2.98 0.41
H 1.20 2.35 -5.78 0.48
H 5.19 -2.46 -4.60 0.33
H -3.73 -0.48 5.70 0.48
H 4.10 -5.91 -2.34 0.34
H 5.06 -0.96 -5.54 0.31
H 4.23 2.99 1.90 0.52
H 7.16 -1.01 -1.74 0.37
H 0.08 2.37 4.38 0.32
H -2.76 4.54 0.20 0.19
H 3.07 -8.51 -1.02 0.45
H -1.29 -2.19 -2.54 0.44
H -3.05 -5.29 -1.36 0.45
H 7.83 -1.75 -3.20 0.44
H 5.06 -1.42 -1.01 0.51
H 6.45 -2.50 -2.40 0.33
H 1.52 -7.89 -0.43 0.40
H -0.15 -0.06 -3.30 -0.29
H -3.39 1.73 6.78 0.41
H 4.21 -7.67 0.98 0.47
H -1.10 -2.78 2.97 -0.07
H -1.63 -6.03 -0.59 0.29
H -2.37 -4.58 0.12 0.29
H 1.73 0.35 5.24 0.56
H 2.32 0.99 -5.81 0.40
H -3.89 3.22 -1.73 0.19
H 2.89 -1.34 3.62 0.17
H -0.47 0.78 -4.83 0.49
H 5.02 -7.06 -1.36 0.47
H 5.00 -5.35 -0.92 0.34
H 6.63 -1.75 -5.35 0.45
H -1.20 5.16 2.11 0.44
H 3.78 -3.91 0.47 0.55
H 3.73 1.62 5.93 0.46
H 7.64 0.37 -4.46 0.45
H 1.96 -5.46 4.23 0.45
H 0.59 -6.07 -1.37 0.48
H -0.40 -5.01 3.61 0.47
H 3.90 0.69 -4.52 0.47
H -2.29 -2.38 -1.08 0.21
H 2.81 2.54 -5.08 0.44
H 2.09 -7.47 -2.06 0.40
H 1.58 3.41 -3.11 0.40
H 2.72 -6.95 1.62 0.32
H 2.25 1.72 1.22 0.73
H 3.61 -3.60 4.21 0.47
H -4.38 1.41 -3.45 0.41
H -2.44 -0.49 -3.01 0.32
H 0.00 3.04 -3.83 0.47
H -1.94 -4.95 -3.57 0.48
H 6.09 1.23 -4.58 0.30
H 6.95 1.17 -3.03 0.36

=====

Record 2
101
Properties=species:S:1:pos:R:3:mulliken_charge:R:1 method="wB97M-V/def2-TZVPD" de_lowest_kcal_mol=451.2 smiles="C#Cc1c(CC=O)c(CCN)c2nc(NCCC)c(CNC)nc2c1C(F)(F)F.CC(C)O.CC(C)O.CC(C)O.CC(C)O" e_tot_ha=-2201.69745 multiplicity=1 e_homo_ev=-8.54 fmax_ev_per_a=9.841 lumo_ev=-1.6830 homo_lumo_gap_ha=0.2518 total_charge=0
F -4.14 -1.06 0.66 -0.27
F -2.74 0.06 2.25 -0.27
F -4.05 -1.81 2.93 -0.22
O -6.48 -7.31 5.13 -0.55
O -0.79 6.66 -1.62 -0.48
O 3.77 -0.77 1.54 -0.40
O 1.87 -6.38 4.12 -0.54
O 2.56 4.74 -4.95 -0.48
N 1.50 0.01 -3.25 -0.32
N -2.28 2.21 -2.03 -0.32
N -1.45 -0.29 -0.46 -0.32
N 3.84 -2.90 -0.41 -0.48
N 1.15 -2.00 -1.67 -0.33
C -7.91 -5.40 4.79 -1.17
C -8.53 -7.69 3.94 -1.35
C -0.86 1.73 -2.21 -0.15
C -7.40 -6.71 4.21 0.41
C 4.26 -0.77 3.89 -1.29
C 2.78 0.47 -2.51 0.18
C -2.36 -4.43 3.14 -0.51
C 0.32 5.59 -4.76 -1.16
C 0.20 -6.02 2.09 -0.63
C 5.17 1.00 2.36 -1.33
C 0.91 -5.61 3.55 0.17
C 0.22 6.97 -0.66 0.60
C 4.40 2.48 -3.08 -1.09
C -3.21 -1.31 1.83 0.89
C -0.57 0.23 -1.55 0.19
C -3.42 -4.94 3.95 -0.50
C -0.30 6.67 0.73 -1.29
C 0.68 -0.65 -2.12 -0.32
C 0.61 8.44 -0.80 -1.39
C 1.30 4.79 -5.61 0.57
C 0.64 -3.90 0.14 0.33
C -1.04 -1.64 0.07 -0.11
C -0.19 -4.57 1.38 0.10
C -2.26 3.32 -1.00 -0.37
C 1.47 5.41 -6.98 -1.48
C 0.25 -2.43 -0.54 0.40
C -1.52 -3.70 1.93 0.60
C 4.78 -0.46 2.50 0.37
C 2.89 2.11 -2.48 -0.01
C 1.93 -4.76 -0.48 -1.00
C -1.97 -2.23 1.33 -0.11
C 3.30 -4.20 0.24 -0.31
H 3.37 -0.18 4.12 0.34
H -0.58 5.61 0.81 0.29
H -9.25 -7.27 3.23 0.37
H 1.84 -0.82 -3.81 0.45
H -4.38 -5.32 4.55 0.20
H 4.45 1.96 -4.15 0.27
H -0.75 -6.69 2.22 0.43
H -1.56 7.22 -1.44 0.30
H -8.42 -5.57 5.74 0.33
H 2.89 5.65 -4.86 0.33
H 0.22 5.14 -3.76 0.19
H 5.02 -0.55 4.65 0.39
H 5.96 1.27 3.07 0.39
H -2.13 2.79 0.06 0.20
H 5.53 1.21 1.35 0.30
H -0.25 9.09 -0.63 0.35
H -6.85 -6.52 3.28 0.31
H -9.07 -7.93 4.87 0.35
H 1.78 -5.92 -0.42 0.36
H 3.75 -0.07 -2.94 0.34
H 0.97 8.65 -1.82 0.31
H 4.20 -4.96 0.22 0.27
H 0.51 5.45 -7.52 0.37
H 2.03 -4.49 -1.64 0.35
H 1.09 6.34 -0.88 0.22
H 1.02 -6.62 1.51 0.23
H 0.46 6.88 1.49 0.39
H -0.67 5.63 -5.23 0.38
H -7.08 -4.72 4.99 0.30
H 3.00 -0.21 1.73 0.24
H 0.68 6.61 -4.60 0.32
H -1.19 7.26 0.95 0.34
H -6.95 -7.48 5.95 0.35
H -8.61 -4.92 4.10 0.36
H 5.65 -1.09 2.28 0.28
H -2.94 1.44 -1.79 0.34
H 3.67 -2.91 -1.45 0.29
H 1.40 8.70 -0.09 0.39
H -0.66 1.59 -3.38 0.15
H 5.17 1.94 -2.38 0.37
H 2.72 2.52 -1.40 0.26
H 1.87 6.42 -6.91 0.36
H 3.02 -3.91 1.34 0.13
H -3.28 3.90 -1.07 0.31
H -1.37 4.09 -1.19 -0.02
H -0.04 2.45 -1.76 0.03
H 4.55 3.64 -3.15 0.24
H 0.94 3.76 -5.71 0.25
H 2.18 4.83 -7.58 0.36
H 3.98 -1.82 3.97 0.30
H -8.15 -8.63 3.54 0.32
H 4.31 1.66 2.53 0.35
H 2.70 0.13 -1.37 -0.19
H 0.59 -4.60 4.05 0.31
H 2.02 2.54 -3.16 -0.11
H 3.25 -2.11 -0.02 0.11

=====

Record 3
90
Properties=species:S:1:pos:R:3:mulliken_charge:R:1 method="wB97M-V/def2-TZVPD" e_tot_ha=-2798.71755 multiplicity=1 e_homo_ev=-9.50 fmax_ev_per_a=9.969 lumo_ev=-4.8528 homo_lumo_gap_ha=0.1707 total_charge=+1
S -7.99 -2.77 -1.02 -0.17
S -6.13 -4.59 0.73 -0.08
O 2.36 -2.78 -3.95 -0.48
O 0.61 5.45 2.60 -0.33
O 5.98 2.24 -1.67 -0.57
O 2.96 -5.59 0.55 -0.51
N -5.30 0.01 2.59 -0.47
N -6.50 -1.59 0.98 0.13
C -0.30 2.75 3.50 -0.20
C 3.33 -2.24 1.30 -0.77
C 3.85 1.90 -0.10 0.58
C 0.64 -4.02 -2.33 0.01
C 2.51 -2.15 -1.40 0.17
C 2.72 -3.00 -0.01 0.33
C 2.21 1.86 2.97 -0.44
C -1.87 -5.16 -2.83 -0.50
C -1.20 -1.78 -4.69 -0.48
C 2.59 0.25 -2.88 -0.53
C 4.23 3.70 -4.02 -0.52
C 3.49 0.30 -0.16 0.31
C 2.26 -4.61 -0.05 0.06
C 4.68 2.48 -1.40 0.34
C -0.29 5.63 1.44 -0.51
C 3.34 4.67 -5.05 -0.40
C 2.64 0.70 -4.24 -0.44
C -4.38 -6.04 -1.09 -0.55
C 2.49 4.35 -1.92 -0.11
C 2.01 5.47 -4.51 -0.34
C 4.27 0.03 2.65 -1.12
C -5.39 -1.40 2.00 -0.08
C -0.95 4.08 4.21 0.17
C 1.59 5.32 -2.93 -0.24
C -7.14 -0.22 0.88 -0.17
C -4.40 -4.83 0.03 -0.50
C -0.67 -4.14 -3.31 0.52
C -6.84 -2.91 0.27 0.15
C 1.88 -2.96 -2.71 0.10
C 3.82 3.48 -2.42 0.48
C 3.71 -0.61 1.23 0.24
C -3.01 -6.97 -1.02 -0.74
C 2.98 0.53 3.55 -0.63
C -6.39 0.86 1.91 -0.30
C -0.34 -5.90 -0.44 -0.77
C 2.89 -0.52 -1.45 0.48
C 0.85 -4.88 -0.91 0.44
C -0.75 -3.21 -4.68 -0.48
C -0.17 5.48 3.85 -0.49
C -1.70 -6.01 -1.41 0.58
C 1.20 2.43 4.17 -0.33
Li -0.17 2.50 6.65 0.97
H -1.00 1.79 3.61 0.27
H -2.31 -1.42 -4.58 0.26
H 2.82 2.46 0.10 -0.25
H 3.60 4.80 -6.20 0.29
H 5.15 3.16 -4.51 0.34
H -5.35 -6.69 -0.88 0.49
H 1.30 6.15 -5.19 0.28
H 1.06 1.62 5.04 0.10
H 1.59 3.41 4.68 0.35
H -0.09 2.95 2.35 0.12
H 0.64 5.87 -2.48 0.25
H -2.81 -5.24 -3.54 0.23
H -0.86 3.92 5.38 -0.46
H 0.60 5.77 4.71 0.28
H 2.72 0.89 -5.41 0.32
H -4.65 -2.25 2.35 0.25
H 2.10 4.32 -0.79 -0.09
H 4.77 -0.88 3.23 0.37
H -3.08 -7.89 -1.74 0.31
H 3.34 0.78 4.64 0.31
H -8.07 0.06 0.20 0.28
H -1.02 6.31 3.74 0.32
H -0.44 6.79 1.17 0.29
H 2.14 -0.31 3.66 0.31
H 5.11 0.84 2.51 0.40
H -1.36 5.21 1.65 0.29
H -2.79 -7.39 0.07 0.30
H 3.50 -2.82 2.32 0.27
H -3.65 -5.07 0.91 0.34
H -6.63 2.00 2.11 0.28
H 0.14 5.05 0.50 0.09
H -4.54 -5.53 -2.14 0.15
H -0.40 -3.68 -5.71 0.29
H 4.52 2.15 0.85 0.09
H -0.26 -6.52 0.57 0.24
H 1.59 1.60 2.01 0.24
H -4.03 -3.79 -0.42 0.33
H 2.96 2.73 2.72 0.19
H -0.39 -0.92 -4.88 0.18
H -2.10 4.14 3.92 0.30

=====

Record 4
10
Properties=species:S:1:pos:R:3:nbo_charge:R:1 method="wB97M-V/def2-TZVPD" de_lowest_kcal_mol=66.8 e_tot_ha=-155.85620 multiplicity=1 e_homo_ev=-9.61 fmax_ev_per_a=0.706 lumo_ev=0.9271 homo_lumo_gap_ha=0.3872 total_charge=0
C 0.94 -1.33 -0.54 -0.03
C -1.44 -0.07 -0.15 -0.66
C -0.09 -0.63 -0.29 -0.13
C 1.35 0.24 0.22 -0.59
H -2.16 -0.78 -0.56 0.25
H 2.03 0.64 -0.53 0.24
H 0.71 1.07 0.55 0.23
H -1.70 0.11 0.90 0.23
H -1.54 0.87 -0.70 0.23
H 1.90 -0.11 1.10 0.24